The following is a quantum chemistry calculation of a cluster of 12 separate species, C60H66BF3N12 in total in a non-equilibrium geometry, from the OMol25 dataset.

* energy above the lowest of the compared OMol25 structures with the same formula, charge and spin: 5.12 kcal/mol
* spin multiplicity: 1
* orbital gap: 9.60 eV
* LUMO level: 0.43 eV
* SMILES: CCCCNBC(F)(F)F.c1ccncc1.c1ccncc1.c1ccncc1.c1ccncc1.c1ccncc1.c1ccncc1.c1ccncc1.c1ccncc1.c1ccncc1.c1ccncc1.c1ccncc1

XYZ file:
```
142
Properties=species:S:1:pos:R:3:forces:R:3
C -3.05442 -1.01730 1.00340 -0.250 0.274 0.221
C -3.96046 0.21931 1.00802 -0.466 -0.717 -0.271
C -5.37447 -0.19616 0.59945 0.666 0.538 0.147
C -6.35145 0.94182 0.75602 -0.328 0.001 -0.121
N -7.70594 0.51697 0.30239 1.005 -1.391 0.628
B -8.41480 -0.19018 1.27294 -0.384 0.506 0.195
C -9.30761 -1.47912 0.90159 0.705 0.748 0.228
F -10.01670 -1.90525 1.94675 -0.644 -0.323 0.564
F -10.14054 -1.31718 -0.12111 -0.667 0.138 -0.649
F -8.49658 -2.50703 0.56290 0.481 -0.540 -0.212
H -2.14034 -0.87840 0.44369 0.315 0.077 0.028
H -2.84017 -1.30233 2.02634 0.349 -0.169 0.149
H -3.59036 -1.85256 0.56895 -0.048 -0.307 -0.232
H -3.57900 0.99775 0.36380 0.117 0.275 -0.177
H -4.07358 0.61195 2.00687 0.328 0.356 0.352
H -5.37727 -0.58094 -0.41526 -0.033 -0.163 -0.354
H -5.63630 -1.00609 1.27129 -0.417 -0.332 0.082
H -6.37571 1.18490 1.81020 -0.256 0.272 0.204
H -6.00117 1.82002 0.22667 -0.059 0.221 -0.296
H -7.56294 -0.09950 -0.49384 -0.343 0.565 -0.579
H -8.33320 0.11983 2.41752 -0.038 -0.069 0.088
N -4.98357 2.20244 3.84723 -0.081 0.081 0.101
C -4.75710 3.46529 3.49135 0.087 -0.078 -0.118
C -5.24817 4.56020 4.18517 -0.012 -0.010 0.017
C -6.02177 4.33084 5.31086 -0.028 0.055 0.039
C -6.26987 3.02370 5.69555 0.012 0.020 -0.013
C -5.72834 2.00063 4.93286 0.034 -0.139 -0.036
H -4.14895 3.59731 2.60172 -0.003 0.050 0.008
H -5.02982 5.56500 3.85067 0.010 -0.007 -0.020
H -6.42543 5.15855 5.87995 0.000 -0.002 -0.003
H -6.86944 2.80053 6.56722 0.002 -0.023 -0.002
H -5.89450 0.96155 5.19839 -0.036 0.020 0.038
N 0.30997 -2.68934 1.97625 -0.020 -0.189 0.153
C 0.22968 -3.99691 1.71810 0.041 0.087 -0.178
C -0.07842 -4.95164 2.67546 0.004 0.024 0.002
C -0.30850 -4.53219 3.97437 -0.035 -0.069 0.062
C -0.22708 -3.18105 4.26223 -0.026 -0.003 0.002
C 0.07980 -2.30725 3.23159 0.019 0.165 -0.109
H 0.41907 -4.28216 0.68681 -0.007 -0.019 0.008
H -0.13624 -5.99747 2.40662 0.003 0.006 -0.029
H -0.55048 -5.24763 4.75013 -0.003 0.000 -0.006
H -0.40152 -2.80960 5.26288 0.004 0.029 -0.009
H 0.14434 -1.23925 3.41235 -0.011 -0.008 0.062
N -0.67459 -4.04141 -1.82449 -0.056 -0.045 0.013
C -0.65900 -4.26446 -3.13673 0.160 0.005 0.020
C -1.80254 -4.40272 -3.90798 -0.026 0.001 -0.013
C -3.03290 -4.30716 -3.27842 -0.057 0.005 -0.016
C -3.06863 -4.07533 -1.91286 0.012 0.018 -0.029
C -1.86513 -3.94789 -1.23583 0.092 0.014 0.131
H 0.32631 -4.33608 -3.58498 -0.040 -0.010 -0.084
H -1.72900 -4.58178 -4.97228 0.039 -0.018 0.005
H -3.95038 -4.41088 -3.84399 0.003 -0.004 0.001
H -4.00811 -3.99289 -1.38279 0.013 0.003 0.023
H -1.83931 -3.76242 -0.16677 -0.119 0.020 -0.007
N -1.15260 2.06238 -0.08574 -0.024 0.098 -0.126
C -0.46354 2.87515 0.70819 0.061 -0.188 0.164
C -0.26743 4.22248 0.45326 -0.025 0.109 -0.004
C -0.82041 4.76216 -0.69578 -0.014 0.038 -0.040
C -1.54485 3.93234 -1.53649 0.027 -0.024 0.024
C -1.67873 2.59611 -1.18683 -0.030 -0.091 -0.005
H -0.04193 2.41219 1.59504 0.007 0.060 0.029
H 0.30719 4.83157 1.13849 -0.015 -0.005 0.020
H -0.68717 5.80986 -0.93385 -0.007 -0.003 0.004
H -1.99272 4.30936 -2.44560 -0.011 -0.022 -0.007
H -2.23571 1.91052 -1.81728 -0.008 0.045 -0.039
N 5.62219 3.36450 0.04314 -0.070 -0.042 0.015
C 4.36597 3.80231 -0.00677 0.095 0.081 -0.053
C 3.28909 3.11502 0.53200 0.028 -0.050 0.034
C 3.53013 1.90050 1.15428 -0.051 0.032 0.062
C 4.82959 1.42637 1.21461 0.015 0.059 0.027
C 5.83464 2.19576 0.64869 0.003 -0.067 -0.266
H 4.22269 4.75498 -0.50672 -0.060 0.001 0.020
H 2.28893 3.51900 0.46310 0.036 0.002 -0.041
H 2.71588 1.33049 1.58506 0.001 -0.013 -0.011
H 5.06134 0.48348 1.69068 0.025 -0.004 -0.025
H 6.86704 1.86531 0.67538 -0.022 -0.079 0.002
N -4.49349 -3.77624 3.69656 -0.062 0.025 0.022
C -4.64619 -3.68557 5.01552 0.108 -0.021 -0.015
C -5.84816 -3.37230 5.63292 -0.003 0.015 -0.024
C -6.95500 -3.13577 4.83380 -0.037 0.031 0.049
C -6.81574 -3.22363 3.45869 0.025 0.025 0.015
C -5.56849 -3.54739 2.94486 0.089 -0.015 -0.073
H -3.75356 -3.87534 5.60279 -0.033 0.009 0.049
H -5.91299 -3.31526 6.71103 0.023 -0.007 0.003
H -7.91172 -2.88638 5.27532 -0.001 -0.005 -0.009
H -7.65235 -3.04641 2.79877 0.000 -0.042 -0.017
H -5.41484 -3.62985 1.87371 -0.067 0.017 -0.010
N 0.11011 -7.22423 -7.70367 0.079 0.022 0.116
C 1.25200 -6.53631 -7.72276 -0.177 -0.155 -0.110
C 2.00827 -6.26762 -6.59038 -0.107 -0.088 0.076
C 1.54704 -6.73699 -5.37292 0.088 0.027 0.097
C 0.36012 -7.45144 -5.33170 -0.015 0.006 0.026
C -0.31554 -7.66779 -6.52100 -0.075 -0.011 -0.100
H 1.56960 -6.18655 -8.69444 0.106 0.048 0.038
H 2.92737 -5.70710 -6.66481 -0.003 0.010 -0.080
H 2.10541 -6.54841 -4.46384 -0.001 -0.010 0.001
H -0.03164 -7.83171 -4.39787 -0.023 -0.003 -0.010
H -1.24681 -8.22428 -6.53759 0.003 -0.005 0.059
N 7.72126 3.30772 4.25128 0.000 0.097 -0.026
C 8.42571 4.13105 5.02525 -0.006 -0.089 0.045
C 8.62181 5.47521 4.74290 -0.037 -0.073 -0.047
C 8.05683 5.99409 3.58860 0.115 0.121 0.044
C 7.32402 5.15271 2.76913 0.051 0.005 0.078
C 7.18586 3.82707 3.14595 -0.048 -0.157 0.020
H 8.85182 3.68301 5.91698 0.021 0.055 0.015
H 9.20142 6.09754 5.41128 0.011 -0.018 0.013
H 8.18333 7.03674 3.32903 -0.073 0.002 -0.024
H 6.86775 5.51368 1.85992 -0.063 -0.046 0.004
H 6.61471 3.14389 2.52629 0.108 0.162 0.237
N 2.69108 -3.93319 -8.62219 0.126 0.323 -0.091
C 3.26571 -3.03834 -7.81987 -0.001 -0.139 0.037
C 3.32953 -1.68194 -8.09680 -0.003 0.007 0.000
C 2.76675 -1.22655 -9.27706 -0.002 0.075 -0.022
C 2.16531 -2.14066 -10.12554 0.002 0.008 0.016
C 2.15393 -3.47518 -9.75139 -0.023 -0.158 0.000
H 3.69626 -3.43646 -6.90660 0.017 0.075 0.022
H 3.80781 -1.00247 -7.40496 0.009 -0.021 0.016
H 2.79596 -0.17477 -9.53158 0.001 -0.002 0.001
H 1.71395 -1.82782 -11.05692 -0.010 -0.024 -0.005
H 1.68981 -4.22415 -10.38522 -0.016 0.050 -0.042
N 6.48340 8.23840 1.65319 -0.055 0.100 -0.224
C 6.74896 7.85391 0.40452 0.080 -0.061 0.109
C 6.20079 8.45137 -0.71987 -0.015 0.002 0.003
C 5.32308 9.50702 -0.54027 -0.040 0.038 -0.062
C 5.03281 9.92080 0.74891 0.007 -0.014 -0.013
C 5.63842 9.25666 1.80433 0.038 -0.043 0.162
H 7.43855 7.02192 0.30712 0.003 0.014 -0.081
H 6.45619 8.09658 -1.70880 0.016 -0.025 0.011
H 4.87243 10.00031 -1.39217 0.003 0.000 0.002
H 4.35285 10.74088 0.93425 0.006 0.001 0.026
H 5.44180 9.55058 2.82984 -0.041 0.039 -0.021
N 5.70572 -1.76022 -1.17351 -0.083 0.030 0.029
C 4.68560 -0.90654 -1.24372 0.068 -0.003 -0.105
C 3.50654 -1.05422 -0.52907 0.012 -0.106 -0.051
C 3.37591 -2.15233 0.30539 -0.142 0.008 0.072
C 4.42633 -3.05181 0.39049 0.065 0.053 -0.037
C 5.56351 -2.80940 -0.36556 0.098 -0.036 -0.009
H 4.82885 -0.06196 -1.90988 -0.047 0.036 0.031
H 2.71101 -0.32716 -0.62412 0.006 -0.016 -0.025
H 2.46920 -2.30150 0.87885 -0.032 0.022 -0.035
H 4.36639 -3.92267 1.02939 0.017 -0.008 -0.002
H 6.41073 -3.48616 -0.32684 -0.031 -0.033 0.035
```
Positions in Å, forces in eV/Å.

Löwdin population analysis, charges in e, atoms 1 to 5:
1. C -0.0905
2. C -0.2408
3. C -0.2134
4. C -0.2118
5. N 0.0967